(1)
ORCA calculation (ωB97M-V/def2-TZVPD) on a single C3H2N2O2 molecule at a distorted geometry.

```
9
Properties=species:S:1:pos:R:3:forces:R:3:lowdin_charge:R:1
H 0.2892 2.4673 -1.0743 -0.071 -0.156 0.148 0.084
N 0.5766 1.5412 -1.3892 -0.170 -0.355 0.428 0.196
C 0.2628 0.6079 -0.6079 0.145 0.101 -0.276 -0.435
C 0.5960 -0.7822 -0.9054 0.147 -1.068 0.002 -0.122
N 0.7213 -1.9305 -0.8615 0.110 0.989 -0.371 0.212
O -0.4036 0.6766 0.5840 -0.092 0.019 -0.118 0.044
C -0.6288 -0.5656 1.2475 -0.537 -0.236 0.118 -0.291
O -1.6720 -1.1220 1.2020 0.582 0.602 0.092 0.158
H 0.2585 -0.8926 1.8049 -0.115 0.104 -0.023 0.155
```
Forces are in eV/Å.

The calculation puts the lowest unoccupied orbital energy at 0.00 eV. The calculation puts the HOMO energy at -0.429 hartree. As for the orbital gap: 11.66 eV. Its SMILES is [H]/N=C(/C#N)OC=O. The calculation puts the molar mass at 98.1 g mol⁻¹.



(2)
ORCA calculation (ωB97M-V/def2-TZVPD) on 8 unconnected molecules or ions with the total composition C42H77N14O4S at a distorted geometry.

```
138
Properties=species:S:1:pos:R:3:forces:R:3:lowdin_charge:R:1
S 18.8631 -21.2810 12.1996 3.135 0.571 1.981 0.093
O 18.9449 -20.0626 13.0327 0.193 1.965 -0.557 -0.413
O 18.7428 -22.3215 13.1870 -0.491 -3.109 1.538 -0.389
O 17.7283 -21.2713 11.3333 -2.853 0.323 -2.645 -0.388
O 20.1182 -21.4937 11.4438 0.313 0.474 -0.773 -0.400
C 14.6454 -25.4444 9.8458 0.167 -1.106 0.155 -0.033
C 15.2072 -24.3365 10.7353 -0.184 -0.126 -0.174 -0.183
N 14.3328 -23.1947 10.7382 -1.235 4.437 0.990 -0.047
C 13.0843 -23.0092 11.4471 1.221 1.097 -3.309 0.070
C 12.6114 -21.7670 10.9838 0.651 -1.450 1.610 0.023
N 13.6415 -21.1104 10.3267 0.180 -4.040 0.649 -0.119
C 14.6770 -21.9703 10.2218 -1.581 -0.518 0.370 0.006
C 13.5666 -19.8645 9.6653 -0.957 1.127 0.059 0.009
H 13.6196 -25.7053 10.1059 -0.175 0.455 0.001 0.092
H 15.1366 -26.4013 10.0224 0.419 0.114 0.257 0.072
H 14.7120 -25.3420 8.7627 -0.018 0.709 0.119 0.095
H 16.1314 -23.8588 10.4099 0.429 -0.806 0.005 0.106
H 15.2624 -24.6195 11.7864 0.385 -0.439 -0.110 0.133
H 12.7156 -23.8678 11.9887 -0.538 0.335 -0.077 0.140
H 11.6400 -21.3187 11.1314 0.123 0.054 0.072 0.143
H 15.5941 -21.5476 9.8390 0.380 -0.977 -0.118 0.148
H 13.7719 -19.1240 10.4383 0.334 0.556 -0.615 0.088
H 12.5259 -19.7484 9.3626 0.091 0.251 -0.190 0.121
H 14.1819 -19.8640 8.7656 0.116 0.284 0.343 0.112
C 17.9760 -26.8652 11.7282 -1.302 0.446 -0.307 -0.037
C 18.5728 -25.4516 11.8034 0.491 -1.286 0.811 -0.177
N 19.4140 -25.2160 10.6284 0.586 3.418 -3.092 -0.022
C 20.4693 -25.9323 10.0427 -0.328 1.145 -0.582 0.021
C 20.9803 -25.1235 9.0580 0.343 -0.080 -0.799 -0.018
N 20.2878 -23.9261 8.9225 -1.197 -1.080 2.650 -0.032
C 19.3292 -24.0071 9.9249 0.870 -1.305 -0.013 0.031
C 20.6802 -22.7855 8.0195 -0.144 0.319 0.570 0.036
H 17.3093 -27.1436 12.5444 0.470 0.303 0.584 0.088
H 18.6023 -27.7341 11.5258 0.352 0.439 0.001 0.090
H 17.2296 -26.7673 10.9399 0.216 -0.441 -0.538 0.061
H 19.1938 -25.2381 12.6734 0.169 -0.354 0.103 0.105
H 17.7863 -24.7027 11.8958 0.130 0.069 -0.564 0.094
H 20.7195 -26.9659 10.2309 -0.017 0.206 0.325 0.141
H 21.7663 -25.2693 8.3318 0.086 -0.529 0.286 0.142
H 18.5794 -23.2783 10.1950 0.256 0.299 -0.106 0.114
H 21.7387 -22.7573 7.7611 0.054 -0.965 0.246 0.104
H 20.5785 -21.8412 8.5544 -0.555 -0.237 0.261 0.063
H 20.1388 -22.7429 7.0745 -0.305 -0.409 0.290 0.103
C 18.6834 -15.2250 9.9478 -0.098 1.138 -0.814 -0.061
C 19.2262 -15.4945 11.3503 -0.840 -1.801 -1.057 -0.135
N 20.4274 -16.3107 11.2104 2.767 -3.578 -0.164 -0.057
C 21.5968 -15.9034 10.5643 -0.678 -0.024 1.752 -0.009
C 22.5542 -16.8669 10.7477 -0.558 -0.149 0.581 0.007
N 21.9980 -17.9354 11.5009 -2.415 2.053 -1.903 -0.047
C 20.6425 -17.6353 11.6131 1.712 2.429 0.933 0.038
C 22.7372 -19.1399 11.9589 -0.350 0.423 -0.620 0.045
H 17.8207 -14.5591 9.9659 0.074 0.087 0.157 0.094
H 18.4175 -16.0235 9.2552 -0.209 -0.950 0.876 0.062
H 19.4247 -14.7502 9.3051 0.229 0.624 0.405 0.064
H 18.5730 -16.1935 11.8727 -0.407 0.489 0.312 0.114
H 19.3913 -14.5990 11.9494 0.217 -0.106 -0.164 0.149
H 21.5682 -14.8435 10.3592 0.861 -0.147 -0.755 0.147
H 23.5878 -16.8509 10.4349 -0.042 -0.079 0.189 0.139
H 19.9214 -18.2057 12.1797 -0.129 -0.528 0.039 0.119
H 23.7474 -19.0454 11.5607 -0.023 0.030 0.268 0.110
H 22.2823 -20.0334 11.5314 -0.216 0.004 0.226 0.086
H 22.7294 -19.1564 13.0488 0.110 -0.021 -0.307 0.070
C 12.6298 -16.3686 12.2776 1.248 -0.237 0.146 -0.025
C 13.5722 -16.4536 13.5195 -2.405 2.566 0.155 -0.178
N 14.4603 -17.5346 13.4042 1.036 -2.684 2.974 -0.077
C 15.5157 -17.5792 12.5748 -0.094 -0.911 -1.498 -0.023
C 16.0437 -18.8489 12.6287 0.082 0.670 -0.444 -0.015
N 15.4086 -19.5175 13.6438 -1.311 1.168 0.274 -0.050
C 14.4615 -18.6783 14.1663 0.556 0.372 -1.819 0.067
C 15.6356 -20.8997 14.0701 1.301 -0.059 0.690 0.017
H 12.3115 -17.3514 11.9301 -0.242 0.030 0.186 0.069
H 13.3484 -15.9747 11.5589 -0.541 0.025 -0.716 0.067
H 11.7929 -15.6730 12.3405 0.164 -0.143 0.345 0.100
H 13.0804 -16.4152 14.4915 -0.156 -0.610 -0.089 0.141
H 14.0883 -15.4940 13.4904 0.556 -0.230 0.199 0.136
H 15.6126 -16.7484 11.8916 0.485 -0.255 -0.097 0.138
H 16.7277 -19.3259 11.9425 0.307 -0.160 0.498 0.094
H 13.8227 -18.8787 15.0138 -0.034 -0.007 -0.147 0.176
H 16.5924 -21.2638 13.6960 -0.196 0.103 -0.860 0.057
H 14.8215 -21.5888 13.8454 -0.049 0.355 0.009 0.102
H 15.9115 -20.8904 15.1246 -0.826 0.102 0.288 0.099
C 22.1584 -26.4468 17.4253 -0.428 0.361 -1.821 -0.048
C 21.8686 -25.0292 17.9603 1.081 -1.434 0.754 -0.159
N 20.8346 -24.2683 17.3072 -5.148 2.750 -2.828 -0.012
C 20.6774 -22.8471 17.2885 1.179 -0.278 0.506 -0.009
C 19.5278 -22.4512 16.6772 0.043 -1.367 -1.133 -0.007
N 18.9132 -23.6021 16.1751 3.413 -2.346 4.243 -0.078
C 19.6736 -24.6617 16.6649 0.899 0.595 -0.240 0.051
C 17.6209 -23.7431 15.5787 -0.282 -0.583 -0.337 -0.006
H 22.9254 -27.0128 17.9539 -0.372 0.316 0.498 0.103
H 22.5436 -26.3767 16.4081 0.413 0.347 -0.171 0.070
H 21.2857 -27.0624 17.2070 -0.238 -0.097 0.927 0.074
H 22.7800 -24.4472 17.8236 -0.057 0.088 0.453 0.130
H 21.5902 -25.1267 19.0096 0.207 0.363 0.086 0.144
H 21.4624 -22.2251 17.6926 -0.126 -0.055 0.130 0.125
H 19.1036 -21.5153 16.3450 0.361 0.205 0.437 0.138
H 19.4413 -25.7086 16.5373 -0.245 0.107 -0.101 0.161
H 17.9264 -24.0891 14.5913 -1.288 1.007 -0.632 0.079
H 17.0984 -22.8138 15.8056 0.047 0.082 -1.176 0.095
H 16.9655 -24.5055 15.9996 0.567 -0.258 0.584 0.113
C 20.6814 -14.8769 5.9053 -0.663 1.389 -1.050 -0.046
C 21.2280 -16.2593 5.7981 0.725 0.163 0.607 -0.156
N 20.2293 -17.1017 6.3622 -2.727 -4.242 3.081 -0.058
C 18.9289 -17.3193 6.0166 -2.287 -1.130 -0.811 0.025
C 18.3234 -18.3164 6.8381 0.479 2.851 -0.948 0.021
N 19.2194 -18.5623 7.7988 3.328 1.641 -1.390 -0.105
C 20.3957 -17.9063 7.4366 -0.279 -0.082 0.477 0.012
C 19.0663 -19.2768 9.0157 0.529 -1.675 1.100 -0.024
H 21.4490 -14.1031 5.8923 -0.096 -0.093 -0.544 0.105
H 20.0368 -14.6279 6.7483 0.351 -0.656 0.582 0.078
H 19.9688 -14.8055 5.0836 0.288 0.799 -0.343 0.094
H 22.1027 -16.3718 6.4387 0.188 -0.208 -0.306 0.134
H 21.4061 -16.6469 4.7950 0.320 0.543 -0.062 0.157
H 18.4572 -16.8120 5.1880 0.134 -0.060 -0.032 0.147
H 17.3358 -18.7264 6.9899 -0.098 0.352 -0.722 0.140
H 21.3841 -18.0571 7.8449 -0.275 -0.057 0.479 0.157
H 18.6870 -18.7391 9.8847 0.283 0.654 -0.282 0.088
H 20.0603 -19.6805 9.2081 -0.187 -0.080 0.691 0.086
H 18.3937 -20.1339 8.9818 0.026 -0.026 -0.634 0.095
C 21.7866 -19.1587 17.0496 0.144 0.240 0.911 -0.060
C 22.1607 -19.1608 15.5998 -0.116 -0.452 -0.460 -0.145
N 22.4962 -20.5723 15.1361 1.622 -0.132 -0.170 -0.030
C 23.6736 -21.2656 15.4004 0.707 -0.021 0.849 0.000
C 23.6896 -22.4684 14.7238 -0.935 0.989 0.100 0.024
N 22.5172 -22.4858 13.9962 -1.312 2.807 1.151 -0.065
C 21.8259 -21.3316 14.3062 -0.798 -1.531 -1.215 -0.061
C 22.0100 -23.4644 13.0483 -0.140 -0.633 0.652 0.010
H 20.9084 -19.7721 17.2510 -0.049 0.233 0.070 0.070
H 21.6799 -18.1483 17.4445 -0.665 0.173 -0.433 0.101
H 22.5919 -19.4634 17.7180 0.251 -0.637 -0.326 0.093
H 22.9441 -18.4278 15.4073 0.780 -0.716 0.012 0.134
H 21.3929 -18.7842 14.9240 -0.564 -0.489 0.216 0.116
H 24.3276 -20.8023 16.1243 0.396 -0.420 -0.197 0.142
H 24.2924 -23.3639 14.6883 0.519 0.483 0.216 0.144
H 20.8205 -21.1013 13.9857 -0.098 -0.054 -0.489 0.118
H 22.0619 -23.0642 12.0358 -0.078 -0.274 0.137 0.094
H 20.9879 -23.6874 13.3545 -0.187 0.279 -0.457 0.075
H 22.5590 -24.3918 13.2116 0.291 0.141 -0.396 0.105
```
Forces are in eV/Å.

Its net charge is +5. The calculation puts the lowest unoccupied orbital energy at -9.97 eV. The calculation puts the HOMO energy at -0.681 hartree. As for the orbital gap: 8.55 eV. The calculation puts the molar mass at 874.2 g mol⁻¹.



(3)
ORCA calculation (ωB97M-V/def2-TZVPD) on a single C3H7NOS2 molecule at a distorted geometry.

```
14
Properties=species:S:1:pos:R:3:forces:R:3:lowdin_charge:R:1
N 1.8684 -1.6690 0.0196 -0.329 0.912 -0.804 0.152
C 1.7805 -0.3061 0.1251 1.506 1.964 2.878 -0.505
O 2.5187 0.3539 0.9119 -2.166 -1.603 -2.564 0.005
C 0.5569 0.3035 -0.6069 -0.891 -0.401 0.452 -0.175
C -0.6546 0.4138 0.4058 0.575 0.263 -0.750 -0.549
S -1.7684 1.7965 -0.1764 -0.330 -1.444 0.460 0.440
S -3.4723 0.5551 0.0270 0.318 -0.129 -0.436 0.333
H 1.4181 -1.8807 -0.8524 0.198 -1.198 -0.131 0.084
H 2.7555 -2.1047 0.2358 -0.164 0.088 -0.006 0.115
H 0.7577 1.3380 -0.9123 0.380 -0.485 -0.119 0.094
H 0.1938 -0.3130 -1.4945 0.663 0.874 1.004 0.127
H -0.3374 0.6129 1.4120 0.499 0.534 0.362 0.065
H -1.2059 -0.5177 0.5255 -0.141 0.057 -0.567 0.035
H -4.4109 1.4174 0.3799 -0.116 0.569 0.222 -0.219
```
Forces are in eV/Å.

The calculation puts the lowest unoccupied orbital energy at 0.24 eV. The calculation puts the HOMO energy at -0.315 hartree. As for the orbital gap: 8.81 eV. Its SMILES is NC(=O)CCSS. The calculation puts the molar mass at 137.2 g mol⁻¹.



(4)
ORCA calculation (ωB97M-V/def2-TZVPD) on a molecular structure, C6H12N2O2 at a distorted geometry.

```
22
Properties=species:S:1:pos:R:3:forces:R:3:lowdin_charge:R:1
C 0.1538 1.5632 -1.5347 0.025 0.074 0.080 -0.039
C 0.3651 0.0479 -1.3814 -0.183 -0.009 0.058 -0.537
C 1.8150 -0.2527 -0.9615 0.087 0.039 0.046 -0.042
C -0.6396 -0.5537 -0.3606 -0.604 0.042 -0.154 -0.207
N -0.4076 -0.1326 1.0041 -0.145 -1.008 3.645 -0.056
C -1.4697 0.3763 2.4197 -2.384 1.124 -3.202 -0.177
O -2.6543 0.5594 2.2393 3.418 -1.288 0.662 0.048
C 0.1031 -0.6063 -2.6842 0.009 -0.346 -0.698 -0.189
N -0.0548 -1.1094 -3.7137 0.076 0.449 0.955 0.169
H 0.8384 1.9765 -2.2865 -0.184 -0.092 0.187 0.094
H -0.8797 1.7957 -1.8226 0.281 -0.079 0.039 0.095
H 0.3629 2.0421 -0.5695 -0.073 -0.031 -0.232 0.083
H 2.0585 0.3363 -0.0670 0.024 -0.153 -0.221 0.077
H 1.9528 -1.3170 -0.7274 -0.013 0.264 -0.138 0.097
H 2.5179 0.0431 -1.7506 -0.183 -0.126 0.187 0.096
H -1.6582 -0.2562 -0.6405 0.124 -0.066 -0.081 0.132
H -0.5982 -1.6526 -0.4208 0.020 0.275 -0.142 0.124
H 0.4933 0.2673 1.2386 -0.011 0.118 -0.440 0.068
H -0.8270 1.0475 3.0202 0.165 -0.980 -0.057 0.131
H -0.2843 -1.3942 1.9732 -1.710 1.340 2.406 0.227
O -0.8955 -1.5003 3.1539 0.990 0.633 -2.835 -0.212
H -0.2917 -1.2803 3.8719 0.274 -0.182 -0.064 0.018
```
Forces are in eV/Å.

The calculation puts the lowest unoccupied orbital energy at 0.31 eV. The calculation puts the HOMO energy at -0.356 hartree. As for the orbital gap: 10.00 eV. The calculation puts the molar mass at 144.2 g mol⁻¹.



(5)
ORCA calculation (ωB97M-V/def2-TZVPD) on 2 unconnected molecules or ions with the total composition C14H16 at a distorted geometry.

```
30
Properties=species:S:1:pos:R:3:forces:R:3:lowdin_charge:R:1
C -0.5802 0.3501 -2.7674 -0.271 -0.597 -0.672 -0.058
C 0.5986 1.1485 -2.3160 0.545 0.969 -0.611 -0.278
C 1.7443 0.6188 -1.7319 -1.270 -0.833 0.745 -0.073
C 2.7570 1.4137 -1.2437 -0.059 1.166 0.062 -0.087
C 2.6706 2.8064 -1.3931 0.144 -1.003 -0.730 -0.096
C 1.5395 3.3539 -1.9812 -0.146 0.337 0.220 -0.093
C 0.5424 2.5382 -2.4892 0.198 -0.664 0.138 -0.055
H -0.4735 -0.7338 -2.7601 0.406 -0.046 0.418 0.073
H -0.8396 0.5439 -3.8194 0.019 0.369 0.312 0.085
H -1.4402 0.5838 -2.1473 -0.208 0.061 -0.004 0.082
H 1.6603 -0.4394 -1.5118 0.596 -0.123 -0.090 0.095
H 3.5698 1.0484 -0.6389 0.284 -0.474 -0.303 0.098
H 3.5778 3.3756 -1.2729 -0.159 0.449 0.764 0.096
H 1.3777 4.4264 -1.9323 0.281 0.010 -0.559 0.102
H -0.2642 2.9275 -3.0885 -0.346 0.370 0.278 0.108
C -2.2869 -0.5871 3.6477 0.428 1.071 0.014 -0.057
C -1.4678 -1.2336 2.5583 -0.747 -0.467 1.095 -0.280
C -1.9593 -2.4158 1.9788 0.612 -0.030 0.320 -0.058
C -1.1400 -3.1671 1.1641 -0.242 0.302 -1.063 -0.091
C 0.0506 -2.6285 0.6533 -0.871 0.200 -0.080 -0.095
C 0.4132 -1.3768 1.0864 0.531 0.209 1.068 -0.095
C -0.2190 -0.7790 2.2013 0.478 -0.081 -2.004 -0.042
H -3.0364 -1.2124 4.1157 0.112 -0.396 0.020 0.070
H -2.8202 0.2988 3.3020 -0.096 0.023 -0.349 0.077
H -1.6135 -0.1742 4.4029 -0.070 -0.273 0.192 0.078
H -2.9526 -2.7708 2.2324 0.113 0.014 0.083 0.109
H -1.5201 -4.0704 0.7141 0.003 -0.322 0.175 0.097
H 0.5485 -3.1266 -0.1633 0.231 -0.078 0.015 0.097
H 1.2331 -0.8117 0.6622 0.235 -0.353 -0.037 0.080
H 0.3301 0.0932 2.5377 -0.731 0.191 0.582 0.112
```
Forces are in eV/Å.

The calculation puts the lowest unoccupied orbital energy at 0.93 eV. The calculation puts the HOMO energy at -0.328 hartree. As for the orbital gap: 9.85 eV. Its SMILES is Cc1ccccc1.Cc1ccccc1. The calculation puts the molar mass at 184.3 g mol⁻¹.